Version a
The following is a quantum chemistry calculation of a structure of composition C21H41Li5O12P, from the OMol25 dataset.

CARTESIAN COORDINATES (ANGSTROEM)
1 Li -15.941 0.386 4.486
2 Li -18.883 2.240 2.034
3 Li -20.270 -2.280 2.612
4 Li -14.728 0.957 0.292
5 Li -19.512 -0.958 -1.201
6 P -17.361 -0.938 1.394
7 O -15.906 -0.969 1.819
8 O -18.138 -2.143 0.947
9 O -17.519 0.238 0.425
10 O -18.036 -0.470 2.635
11 O -24.814 -0.209 0.957
12 C -23.570 -0.573 1.331
13 O -23.467 -1.054 2.474
14 O -22.635 -0.513 0.598
15 H -25.328 -0.448 1.732
16 C -18.921 -6.708 5.475
17 C -19.932 -6.400 6.524
18 C -20.932 -5.475 5.906
19 O -20.639 -5.518 4.487
20 C -19.808 -6.558 4.189
21 H -18.503 -7.702 5.633
22 H -18.082 -6.018 5.560
23 H -19.557 -5.959 7.447
24 H -20.422 -7.358 6.696
25 H -20.771 -4.406 6.047
26 H -21.978 -5.783 5.908
27 H -19.244 -6.255 3.307
28 H -20.307 -7.478 3.882
29 C -13.191 -1.801 -4.442
30 C -13.257 -0.393 -4.887
31 C -13.320 0.289 -3.545
32 O -14.070 -0.511 -2.686
33 C -13.813 -1.915 -2.993
34 H -12.153 -2.052 -4.224
35 H -13.601 -2.507 -5.164
36 H -14.162 -0.153 -5.445
37 H -12.374 -0.200 -5.497
38 H -13.766 1.271 -3.701
39 H -12.365 0.542 -3.085
40 H -14.723 -2.512 -2.923
41 H -13.139 -2.395 -2.283
42 C -19.484 -0.130 9.412
43 C -18.387 0.720 10.056
44 C -17.343 1.052 8.913
45 O -18.050 0.656 7.704
46 C -18.973 -0.365 8.023
47 H -20.387 0.475 9.503
48 H -19.588 -1.072 9.950
49 H -17.941 0.245 10.930
50 H -18.869 1.628 10.421
51 H -16.400 0.523 9.055
52 H -17.113 2.115 8.855
53 H -18.394 -1.281 7.906
54 H -19.754 -0.136 7.298
55 C -10.649 -1.584 6.151
56 C -10.559 -0.304 6.966
57 C -11.529 0.621 6.271
58 O -12.579 -0.301 5.828
59 C -12.038 -1.611 5.561
60 H -10.353 -2.502 6.658
61 H -10.044 -1.765 5.262
62 H -9.584 0.171 7.079
63 H -10.848 -0.557 7.986
64 H -11.195 1.206 5.414
65 H -11.888 1.398 6.946
66 H -12.012 -1.801 4.488
67 H -12.687 -2.378 5.984
68 C -19.370 -8.633 -2.663
69 C -18.025 -9.182 -2.187
70 C -18.385 -9.799 -0.848
71 O -19.684 -9.247 -0.540
72 C -19.948 -8.130 -1.375
73 H -20.027 -9.402 -3.069
74 H -19.426 -7.941 -3.503
75 H -17.246 -8.438 -2.022
76 H -17.599 -9.971 -2.807
77 H -17.664 -9.556 -0.068
78 H -18.253 -10.879 -0.913
79 H -19.607 -7.158 -1.018
80 H -21.003 -7.874 -1.473

- Total charge: +1
- E_HOMO: -8.84 eV
- LUMO energy: -4.16 eV
- Kohn-Sham gap: 4.679 eV

---

Version b
The following is a quantum chemistry calculation of a structure of composition C21H41Li5O12P, from the OMol25 dataset.

CARTESIAN COORDINATES (ANGSTROEM)
1 Li 1.990 0.083 1.636
2 Li -1.898 2.691 1.078
3 Li -0.746 -0.357 2.865
4 Li 0.917 2.437 2.911
5 Li 0.739 2.778 -0.594
6 P -0.180 1.119 1.022
7 O -0.864 1.577 2.350
8 O -0.893 1.750 -0.185
9 O 0.088 -0.372 1.114
10 O 1.246 1.775 1.064
11 O 2.173 -0.248 5.636
12 C 1.370 -0.142 4.553
13 O 0.346 -0.852 4.491
14 O 1.753 0.684 3.672
15 H 1.761 -0.917 6.194
16 C -1.733 3.254 -3.707
17 C -2.562 2.029 -4.076
18 C -4.010 2.449 -3.719
19 O -3.930 3.702 -3.036
20 C -2.588 3.905 -2.625
21 H -1.675 3.943 -4.551
22 H -0.724 2.990 -3.389
23 H -2.267 1.139 -3.516
24 H -2.454 1.754 -5.126
25 H -4.491 1.700 -3.082
26 H -4.635 2.583 -4.601
27 H -2.422 3.446 -1.638
28 H -2.452 4.985 -2.545
29 C 1.797 0.153 -3.689
30 C 2.432 1.416 -4.270
31 C 2.623 2.279 -3.030
32 O 1.446 2.024 -2.257
33 C 1.206 0.596 -2.336
34 H 2.543 -0.632 -3.533
35 H 1.043 -0.314 -4.320
36 H 1.736 1.937 -4.930
37 H 3.356 1.246 -4.816
38 H 2.666 3.347 -3.244
39 H 3.525 1.999 -2.471
40 H 0.131 0.454 -2.275
41 H 1.696 0.108 -1.492
42 C 6.207 0.215 1.382
43 C 5.791 1.061 0.147
44 C 4.508 1.739 0.606
45 O 3.892 0.772 1.453
46 C 4.950 0.247 2.270
47 H 7.070 0.640 1.889
48 H 6.469 -0.795 1.075
49 H 5.563 0.400 -0.693
50 H 6.550 1.753 -0.215
51 H 3.819 1.976 -0.203
52 H 4.690 2.658 1.177
53 H 4.636 -0.725 2.644
54 H 5.098 0.908 3.128
55 C -0.702 -5.188 -0.843
56 C -0.381 -3.684 -0.742
57 C -1.298 -3.235 0.379
58 O -2.489 -3.989 0.203
59 C -2.163 -5.262 -0.349
60 H -0.047 -5.776 -0.199
61 H -0.582 -5.577 -1.853
62 H -0.651 -3.179 -1.671
63 H 0.677 -3.507 -0.545
64 H -1.533 -2.176 0.302
65 H -0.896 -3.440 1.379
66 H -2.859 -5.477 -1.159
67 H -2.270 -6.022 0.429
68 C -4.895 -0.919 2.899
69 C -4.534 -2.061 3.850
70 C -3.240 -2.529 3.234
71 O -2.548 -1.321 2.863
72 C -3.524 -0.302 2.586
73 H -5.603 -0.189 3.295
74 H -5.363 -1.299 1.987
75 H -5.276 -2.854 3.901
76 H -4.351 -1.662 4.849
77 H -3.393 -3.139 2.339
78 H -2.595 -3.093 3.909
79 H -3.477 -0.016 1.530
80 H -3.305 0.547 3.235

- Total charge: +1
- E_HOMO: -11.24 eV
- LUMO energy: -3.36 eV
- Kohn-Sham gap: 7.879 eV

---

Most stable: version b (next structure +355.5 kcal/mol)

---

Version a
The following is a quantum chemistry calculation of an isolated molecule of C5H6O2S, from the OMol25 dataset.

CARTESIAN COORDINATES (ANGSTROEM)
1 C -0.305 2.268 -0.088
2 C -0.209 1.018 0.550
3 C 0.412 0.000 -0.307
4 C -1.430 -1.783 -0.447
5 C 1.558 -1.023 0.509
6 H -0.097 2.566 -1.087
7 H -0.490 3.091 0.641
8 H -0.593 0.957 1.611
9 H 0.859 0.321 -1.277
10 H -1.795 -2.515 -1.157
11 H 1.172 -1.403 1.340
12 O -0.696 -0.783 -0.966
13 O -1.461 -1.886 0.793
14 S 3.076 -0.827 -0.115

- E_HOMO: -9.06 eV
- Structure (SMILES): C=C[C@@H](C=S)OC=O
- LUMO energy: -0.92 eV
- Kohn-Sham gap: 8.140 eV

---

Version b
The following is a quantum chemistry calculation of an isolated molecule of C5H6O2S, from the OMol25 dataset.

CARTESIAN COORDINATES (ANGSTROEM)
1 C -1.134 0.145 0.197
2 C 0.454 0.677 0.118
3 C -2.253 0.956 -0.071
4 C 1.432 -0.392 0.153
5 C 0.792 -1.773 -0.146
6 O -3.423 0.558 -0.224
7 O 0.799 1.909 -0.116
8 S -0.926 -1.665 0.498
9 H -2.011 2.070 0.068
10 H 2.342 -0.106 -0.371
11 H 1.860 -0.328 1.282
12 H 0.519 -1.963 -1.135
13 H 1.334 -2.612 0.306
14 H 0.213 2.523 -0.559

- E_HOMO (alpha / beta): -7.62 / -7.62 eV
- Structure (SMILES): O=CC1=C(O)CCS1
- LUMO energy (alpha / beta): -0.49 / -0.48 eV
- Kohn-Sham gap (alpha / beta): 7.130 / 7.132 eV

---

Most stable: version b (next structure +9.5 kcal/mol)

---

Version a
The following is a quantum chemistry calculation of a cluster of 2 separate species, C9H14 in total, from the OMol25 dataset.

CARTESIAN COORDINATES (ANGSTROEM)
1 C 1.129 -0.476 -1.841
2 C -0.412 -1.426 2.096
3 C -0.488 -2.375 1.038
4 C 0.301 -0.270 1.874
5 C -0.021 -2.007 -0.244
6 C 0.940 0.029 0.648
7 C 0.714 -0.851 -0.445
8 H -0.849 -1.605 3.068
9 H -0.897 -3.352 1.258
10 H 0.296 0.471 2.668
11 H 0.027 -2.785 -1.011
12 H 1.323 1.036 0.517
13 H 1.582 0.517 -1.885
14 H 0.450 -0.799 -2.616
15 H 2.083 -1.008 -2.069
16 C -1.045 2.067 -0.942
17 C -0.762 3.576 -1.038
18 H -0.209 1.493 -1.332
19 H -1.342 1.822 0.074
20 H -1.857 1.828 -1.634
21 H -0.604 3.810 -2.099
22 H -1.593 4.175 -0.656
23 H 0.174 3.862 -0.570

- Total charge: -1
- E_HOMO (alpha / beta): 1.03 / -3.66 eV
- LUMO energy (alpha / beta): 3.77 / 3.68 eV
- 2S+1: 2
- Kohn-Sham gap (alpha / beta): 2.744 / 7.338 eV

---

Version b
The following is a quantum chemistry calculation of a cluster of 2 separate species, C9H14 in total, from the OMol25 dataset.

CARTESIAN COORDINATES (ANGSTROEM)
1 C -1.874 2.201 -0.257
2 C 0.506 -1.005 -1.751
3 C 1.135 0.164 -1.356
4 C -0.875 -1.127 -1.877
5 C 0.416 1.321 -1.049
6 C -1.618 -0.027 -1.332
7 C -0.993 1.080 -0.823
8 H 1.125 -1.826 -2.122
9 H 2.221 0.262 -1.361
10 H -1.265 -2.037 -2.309
11 H 0.825 2.321 -0.985
12 H -2.644 -0.246 -1.004
13 H -1.389 3.122 0.056
14 H -2.568 1.659 0.370
15 H -2.445 2.687 -1.080
16 C 0.535 -1.454 2.191
17 C 1.836 -0.709 2.040
18 H -0.255 -0.880 1.709
19 H 0.556 -2.514 1.929
20 H 0.290 -1.535 3.266
21 H 1.681 0.362 2.186
22 H 2.694 -1.089 2.589
23 H 2.108 -0.732 0.972

- Total charge: -1
- E_HOMO (alpha / beta): 0.85 / -3.44 eV
- LUMO energy (alpha / beta): 4.02 / 3.92 eV
- 2S+1: 2
- Kohn-Sham gap (alpha / beta): 3.163 / 7.360 eV

---

Most stable: version a (next structure +5.7 kcal/mol)